Entry 1:
Entry from the Open Molecules 2025 dataset: a cluster of 3 separate species, C22H46NO8 in total (ωB97M-V/def2-TZVPD).

The value obtained for the HOMO energy is -3.950 eV. The HOMO-LUMO gap is 6.3 eV. The LUMO energy comes out at 2.337 eV. The calculation puts the relative energy (zero: lowest compared OMol25 entry of this formula, charge and spin) at 8.1 kcal/mol.

```
! RIJCOSX wB97M-V def2-TZVPD def2/J DEFGRID3
* xyz -1 1
C -0.37788 3.23735 0.11888
C -1.35604 2.61592 -0.53298
N -1.92707 1.34103 -0.21612
C -0.93728 0.28259 0.04703
C -0.79913 -0.20189 1.52241
C -3.06214 1.39578 0.72913
C -4.28501 2.00140 -0.06992
C -5.54246 2.06272 0.86109
C -6.81983 2.19474 -0.07805
C -7.64585 0.85667 0.06159
C -2.88318 2.32204 1.98496
O -2.82904 1.73021 3.09077
O -2.84480 3.57482 1.92920
H 0.27604 2.77076 0.87096
H -0.23000 4.31098 -0.09625
H -1.77465 3.13594 -1.41885
H -1.14950 -0.59912 -0.61180
H 0.06641 0.66091 -0.25553
H -1.72331 -0.68659 1.88656
H -0.51061 0.62165 2.20966
H 0.05302 -0.92626 1.56566
H -3.41221 0.38841 1.03688
H -4.46660 1.46725 -1.02876
H -4.05076 3.05705 -0.34502
H -5.51134 3.00531 1.44463
H -5.60284 1.16395 1.50710
H -6.51559 2.37046 -1.13004
H -7.46641 3.04211 0.24796
H -8.68777 0.98894 -0.31066
H -7.66255 0.57837 1.13500
H -7.11359 0.06635 -0.51330
C 1.22575 -3.04247 -1.55931
O 0.61229 -4.23164 -2.01596
C -0.60961 -4.50337 -1.34348
C -1.53645 -5.31960 -2.22461
O -2.18909 -4.55786 -3.23637
C -1.38531 -4.10585 -4.32040
C -0.97220 -5.20832 -5.27895
O 0.08081 -5.98996 -4.73019
C 0.06041 -7.32269 -5.18908
H 1.53616 -3.14594 -0.51469
H 2.10578 -2.85950 -2.17584
H 0.54735 -2.18998 -1.66845
H -1.11017 -3.57189 -1.05800
H -0.37081 -5.07550 -0.43736
H -2.34254 -5.70453 -1.59419
H -1.03045 -6.18777 -2.65040
H -0.52633 -3.53679 -3.96257
H -2.01812 -3.40680 -4.87312
H -0.60267 -4.76199 -6.21100
H -1.84412 -5.83384 -5.50256
H -0.89883 -7.79924 -4.95683
H 0.84884 -7.87020 -4.67336
H 0.24119 -7.36141 -6.26990
C 2.27177 2.44438 3.84222
O 3.31804 2.45407 2.88761
C 3.30587 3.62454 2.08308
C 4.70046 3.94107 1.57795
O 5.54626 4.54495 2.55625
C 6.00354 3.70817 3.61224
C 7.05282 2.69760 3.18403
O 6.45691 1.61346 2.48659
C 7.32587 1.03646 1.53829
H 1.29635 2.39321 3.35001
H 2.39917 1.56254 4.46972
H 2.32359 3.33178 4.48270
H 2.92335 4.48045 2.64967
H 2.64276 3.43216 1.23055
H 4.60639 4.68658 0.78384
H 5.17769 3.06740 1.13163
H 5.16767 3.23130 4.12623
H 6.47132 4.38577 4.33183
H 7.54898 2.28732 4.07326
H 7.79909 3.19975 2.55726
H 7.66385 1.78625 0.81382
H 6.77569 0.26460 1.00120
H 8.19259 0.58354 2.03455
*
```

=====

Entry 2:
Entry from the Open Molecules 2025 dataset: a cluster of 8 separate species, C29H60ClF6N5O11S2 in total (ωB97M-V/def2-TZVPD).

The value obtained for the HOMO energy is -13.101 eV. The HOMO-LUMO gap is 4.2 eV. The LUMO energy comes out at -8.932 eV.

```
! RIJCOSX wB97M-V def2-TZVPD def2/J DEFGRID3
* xyz 2 1
C -3.21823 -1.92866 6.03885
C -1.98803 -0.94365 6.03342
O -1.68394 -0.16896 6.96512
N -1.27025 -0.93621 4.72136
H -1.42465 -1.78798 4.20101
H -1.81639 -0.28725 4.17301
C 0.19536 -0.46199 4.97051
H -3.26409 -2.69646 6.81119
H -3.26586 -2.41650 5.06528
H -4.15644 -1.37428 6.01624
H 0.24562 0.48876 5.50121
H 0.83954 -0.50612 4.09234
H 0.66580 -1.14108 5.68159
C 2.13592 -2.25615 0.59564
C 2.89152 -3.53600 0.51959
O 3.83188 -3.58899 -0.25843
N 2.43823 -4.68823 1.43202
H 3.17568 -5.33898 1.66177
H 2.13757 -4.29379 2.31186
C 1.33666 -5.57580 0.73762
H 2.51200 -1.46644 -0.05475
H 2.16383 -1.86085 1.61106
H 1.07790 -2.26094 0.33359
H 0.78769 -6.15039 1.48367
H 1.81933 -6.31686 0.10047
H 0.60387 -4.98614 0.18680
C -0.02880 3.60814 1.68776
C -0.19148 2.77480 0.40554
O -0.53053 3.37647 -0.65069
N 0.23975 1.28093 0.33457
H 0.52772 1.15165 -0.62484
H 1.00953 0.93071 0.88673
C -1.03145 0.47705 0.59993
H -0.32975 3.12916 2.61948
H -0.66453 4.49243 1.64325
H 1.01092 3.92229 1.77940
H -1.67825 0.73153 -0.23971
H -1.52171 0.76073 1.53121
H -0.92846 -0.60540 0.52379
C -3.04298 -4.12511 -3.27627
C -2.57829 -3.23602 -2.10775
C -2.65522 -1.77405 -2.56900
C -4.08735 -1.22976 -2.58875
C -4.55974 -1.30630 -1.12773
C -4.55546 -2.69827 -0.49239
N -3.25997 -3.36765 -0.79865
O -3.16470 -4.63182 -0.20735
C -5.74735 -3.51078 -1.17365
C -4.71394 -2.59725 1.03243
C -1.07603 -3.61629 -1.79888
H -2.85860 -3.83432 -4.31046
H -4.12985 -4.06748 -3.33543
H -2.85308 -5.19284 -3.16677
H -2.12926 -1.62925 -3.51266
H -1.98375 -1.17061 -1.95820
H -4.78940 -1.77300 -3.22130
H -4.10209 -0.26650 -3.09865
H -5.60646 -1.00767 -1.07027
H -4.00553 -0.54840 -0.57406
H -5.63522 -3.68921 -2.24309
H -6.63658 -2.89546 -1.03671
H -5.85141 -4.47870 -0.68334
H -3.99078 -1.99777 1.58539
H -4.89494 -3.53583 1.55629
H -5.64875 -2.07773 1.24298
H -0.58385 -3.34916 -2.73403
H -0.87196 -4.66437 -1.57985
H -0.61775 -2.97753 -1.04385
C 4.15208 1.19749 -4.42930
C 4.18276 2.79734 -4.50022
C 2.77237 3.40310 -4.64003
C 1.88321 3.14057 -3.44227
C 2.54951 4.01705 -2.37801
C 3.99903 3.56603 -1.91609
N 4.81833 3.28529 -3.16508
O 6.15206 3.69833 -3.15642
C 3.97646 2.29795 -0.91022
C 4.66454 4.79863 -1.16740
C 5.03312 3.23713 -5.72524
H 5.19156 0.87362 -4.48118
H 3.59673 0.91669 -5.32420
H 3.61501 0.72526 -3.60670
H 2.32875 2.97064 -5.53682
H 2.86154 4.47922 -4.78879
H 1.66829 2.14937 -3.04300
H 0.87245 3.51930 -3.59397
H 1.90989 4.04253 -1.49579
H 2.50851 5.05866 -2.69654
H 3.42992 1.40731 -1.22032
H 3.56197 2.46000 0.08479
H 4.98292 1.95911 -0.66462
H 5.61031 4.56275 -0.67957
H 4.06003 5.20687 -0.35745
H 4.89997 5.65805 -1.79515
H 5.11097 4.32320 -5.77495
H 4.55058 3.00517 -6.67468
H 6.03287 2.80363 -5.75151
Cl 0.73930 -0.44141 -2.42903
C 4.16704 2.59962 3.13903
F 5.09899 2.13788 2.28255
F 4.73505 2.87462 4.35614
F 3.54709 3.70113 2.59750
S 2.64944 1.37855 3.31640
O 2.45818 0.81643 1.97946
O 3.11325 0.41737 4.28007
O 1.57351 2.23111 3.81228
C -4.63721 2.65690 3.09941
F -3.50589 3.40922 3.13220
F -5.07309 2.48116 4.37469
F -5.51374 3.32952 2.41379
S -4.18840 0.89304 2.42959
O -3.03148 0.41452 3.22403
O -5.41078 0.05861 2.60487
O -3.72015 1.18004 1.08126
*
```

=====

Entry 3:
Entry from the Open Molecules 2025 dataset: a structure of composition C19H16IrN4O2S6 (ωB97M-V/def2-TZVPD).

The value obtained for the HOMO energy is -3.514 eV. The HOMO-LUMO gap is 4.7 eV. The LUMO energy comes out at 1.193 eV. The calculation puts the relative energy (zero: lowest compared OMol25 entry of this formula, charge and spin) at 26.5 kcal/mol.

```
! RIJCOSX wB97M-V def2-TZVPD def2/J DEFGRID3
* xyz -1 1
Ir 0.14015 -1.22179 0.97776
C -0.63255 -5.44420 1.33471
C -0.52898 -4.04953 0.75023
O -0.15214 -3.14105 1.53664
C -0.87353 -3.90321 -0.60384
C -0.86998 -2.72947 -1.35262
C -1.30621 -2.74495 -2.78728
N -0.49022 -1.56007 -0.84415
N -0.51194 -0.48658 -1.64569
C -0.07880 0.61337 -1.06118
O 0.34753 0.63485 0.14547
C -0.07067 1.85506 -1.84126
C -0.56288 1.88274 -3.14359
C -0.54352 3.06169 -3.86294
C -0.02965 4.21854 -3.29391
C 0.44642 4.19639 -1.99384
C 0.43100 3.02149 -1.26804
H -0.32236 -5.41848 2.37595
H 0.00226 -6.13403 0.78108
H -1.65876 -5.80178 1.26956
H -1.19225 -4.80343 -1.10812
H -1.58630 -3.74468 -3.09993
H -0.49622 -2.37233 -3.41158
H -2.14835 -2.06814 -2.91495
H -0.95923 0.97196 -3.56440
H -0.93642 3.08493 -4.87039
H -0.00373 5.13741 -3.86452
H 0.82746 5.10305 -1.54984
H 0.80075 2.99036 -0.25568
S 6.96227 -0.46312 3.89628
C 5.47469 -0.66444 3.21671
S 5.23115 -1.42922 1.66129
C 3.47680 -1.32844 1.62894
C 2.88698 -0.73183 2.72579
S 1.22434 -0.55400 3.03616
S 3.97948 -0.13180 3.96185
S 2.69553 -1.96796 0.27389
S -2.53737 -0.59803 1.53079
C -2.22276 1.08033 1.50852
N -1.48116 1.56035 2.57370
C -1.02018 2.85802 2.55981
C -1.45300 3.68657 1.56050
C -2.32348 3.16671 0.59867
N -2.67917 1.86397 0.57603
H -1.10118 0.88597 3.22444
H -0.32193 3.13600 3.33013
H -1.13213 4.71568 1.51841
H -2.69976 3.76713 -0.21555
*
```